# 1
{
  "formula": "C5H8N2",
  "method": "ωB97M-V/def2-TZVPD",
  "species": ["H", "H", "H", "H", "C", "C", "H", "H", "H", "C", "N", "C", "C", "H", "N"],
  "positions_angstrom": [[0.12395, -0.19954, -3.40125], [-0.67494, 1.42209, 2.16138], [-0.30596, 1.02788, -1.29351], [-0.76901, -1.79814, 1.61218], [-0.31171, -0.04075, 0.65768], [-0.28675, -0.99595, -1.73125], [1.31729, -0.25871, 2.08509], [1.88162, 0.57497, 0.42686], [-0.46076, -1.94486, -1.26230], [-0.06007, 1.36418, 1.28225], [-1.01144, -0.79399, 1.58057], [1.10346, 0.46402, 1.23201], [-0.31000, 0.08554, -0.85920], [-0.19654, 2.16671, 0.55765], [-0.03913, -1.07345, -3.04816]],
  "total_energy_ha": -304.5921,
  "relative_energy_kj_mol": 639.0,
  "homo_lumo_gap_ev": 5.2,
  "max_force_ev_per_a": 5.10,
  "e_homo_ev": -7.57
}

# 2
{
  "formula": "C5H8N2",
  "method": "ωB97M-V/def2-TZVPD",
  "species": ["H", "H", "H", "C", "H", "C", "C", "H", "N", "C", "C", "H", "H", "N", "H"],
  "positions_angstrom": [[-0.65611, -2.27518, 1.04107], [-0.68532, -0.87401, -1.25346], [1.33741, -2.40383, -0.62477], [0.01521, 1.03946, -0.34867], [1.01248, 1.46967, -0.54291], [1.15276, -1.47695, -0.07244], [-0.02636, -1.40519, 0.84931], [-1.85876, 1.52364, -1.06730], [-0.88589, 1.64503, -1.32541], [-0.28516, 1.30349, 1.07273], [-0.03422, -0.59010, -0.42880], [-0.73480, 2.64223, -1.46840], [0.03682, -0.75806, 1.73040], [-0.46336, 1.14852, 2.20632], [2.07528, -0.98871, 0.23232]],
  "total_energy_ha": -304.7650,
  "smiles": "N#C[C@H](N)C1CC1",
  "relative_energy_kj_mol": 185.1,
  "homo_lumo_gap_ev": 11.1,
  "max_force_ev_per_a": 1.32,
  "e_homo_ev": -10.22
}

# 3
{
  "formula": "C5H8N2",
  "method": "ωB97M-V/def2-TZVPD",
  "species": ["C", "N", "C", "N", "H", "C", "H", "H", "H", "H", "H", "H", "C", "H", "C"],
  "positions_angstrom": [[0.75969, 0.21072, -2.27913], [-0.46837, -0.34228, -0.38014], [-0.34709, -0.45056, -1.73656], [0.53725, 0.47448, 0.02708], [2.16476, 1.35111, -0.93360], [-1.66377, -0.52550, 0.41680], [-2.21702, 0.41429, 0.52473], [-2.29269, -1.24835, -0.10655], [1.30955, -0.67128, 1.60843], [0.36580, 0.76263, 2.11888], [1.98078, 0.96124, 1.40599], [-1.12264, -1.03429, -2.22965], [1.27255, 0.74913, -1.10006], [-1.42598, -0.92536, 1.40670], [1.06362, 0.37032, 1.37402]],
  "total_energy_ha": -304.7020,
  "smiles": "CN1C=C=CN1C",
  "relative_energy_kj_mol": 350.4,
  "homo_lumo_gap_ev": 7.8,
  "max_force_ev_per_a": 0.40,
  "e_homo_ev": -7.29
}

# 4
{
  "formula": "C5H8N2",
  "method": "ωB97M-V/def2-TZVPD",
  "species": ["H", "C", "H", "H", "H", "C", "N", "H", "H", "N", "H", "C", "H", "C", "C"],
  "positions_angstrom": [[2.95208, 0.01629, -0.24921], [-1.36995, -1.45093, 0.34634], [-1.43493, -1.51033, 1.43384], [-1.05367, 0.48037, 1.07081], [1.35420, -2.16492, -0.46304], [-0.32638, 0.63119, 0.23242], [-1.11638, 1.32081, -0.76544], [-0.59504, 2.03849, -1.25387], [-1.71207, -2.30525, -0.21073], [-0.20326, -0.82241, -0.03286], [-1.94066, 1.73100, -0.34441], [1.03775, -1.13416, -0.36392], [1.43585, 2.07322, 0.48713], [1.86792, 0.03106, -0.15924], [1.10452, 1.06558, 0.27218]],
  "total_energy_ha": -304.6890,
  "relative_energy_kj_mol": 384.5,
  "homo_lumo_gap_ev": [6.7, 7.8],
  "max_force_ev_per_a": 1.54,
  "e_homo_ev": [-6.45, -7.49]
}

# 5
{
  "formula": "C5H8N2",
  "method": "ωB97M-V/def2-TZVPD",
  "species": ["N", "C", "H", "H", "H", "C", "H", "N", "C", "C", "H", "H", "H", "H", "C"],
  "positions_angstrom": [[0.51460, 1.31948, -0.07646], [1.23185, 0.14785, 0.12584], [-1.71991, -0.44189, 1.24672], [2.54434, -0.95069, 0.24565], [0.51466, -1.88303, 0.55124], [-0.89822, 0.14408, 1.10477], [0.82055, 1.69931, -0.92768], [2.55007, 0.06135, 0.04727], [-0.73273, -0.63396, -0.90944], [0.14545, -0.77049, 0.37763], [-0.19872, -0.76076, -1.89116], [-1.67271, -1.21493, -0.77289], [-0.67237, 0.82822, 1.91349], [-1.56085, 1.59832, -0.84112], [-0.86603, 0.85712, -0.19387]],
  "total_energy_ha": -304.7269,
  "relative_energy_kj_mol": 285.1,
  "homo_lumo_gap_ev": 10.0,
  "max_force_ev_per_a": 4.60,
  "e_homo_ev": -9.13
}

# 6
{
  "formula": "C5H8N2",
  "method": "ωB97M-V/def2-TZVPD",
  "species": ["H", "C", "C", "H", "H", "N", "H", "H", "H", "C", "C", "C", "H", "H", "N"],
  "positions_angstrom": [[-0.07807, -1.55820, 1.17114], [0.05146, -0.50359, 0.75065], [-0.91191, 0.57450, 0.78190], [-0.57511, 2.62208, -0.36840], [-2.41986, -1.15856, 0.50336], [2.39632, -0.63244, 0.04236], [2.56841, -0.98127, 0.98778], [-2.74501, 0.29815, -0.43319], [-1.95484, -1.10059, -1.23396], [-2.08501, -0.47951, -0.23818], [-0.28266, 1.59084, -0.07494], [1.06086, -0.17959, 0.00237], [1.57721, 1.72074, -0.84534], [2.53201, -1.35588, -0.58311], [0.86619, 1.14331, -0.46243]],
  "total_energy_ha": -304.6705,
  "smiles": "Cc1c[nH]c(N)c1",
  "relative_energy_kj_mol": 433.3,
  "homo_lumo_gap_ev": 8.7,
  "max_force_ev_per_a": 4.27,
  "e_homo_ev": -7.80
}

# 7
{
  "formula": "C5H8N2",
  "method": "ωB97M-V/def2-TZVPD",
  "species": ["H", "C", "H", "N", "H", "H", "C", "C", "H", "N", "H", "C", "H", "C", "H"],
  "positions_angstrom": [[1.31391, -2.20975, 1.32156], [-1.65160, 0.33257, 0.01053], [-2.43936, 0.33239, -0.76049], [0.53627, -0.37698, 0.70895], [-1.53126, 2.59229, -0.21605], [1.85277, -1.75521, -0.31802], [-0.48482, -0.57622, -0.30666], [-0.39413, 1.58823, -0.28976], [2.51415, -0.91572, 1.11274], [-0.50400, 2.83108, -0.48879], [-0.52199, -1.49608, -0.88713], [0.55548, 0.48859, -0.48869], [1.41717, 0.51026, -1.14668], [1.61056, -1.36691, 0.68818], [-2.08989, 0.19304, 1.01053]],
  "total_energy_ha": -304.6857,
  "smiles": "[H]/N=C1\\C[C@H]2[C@@H]1N2C",
  "relative_energy_kj_mol": 393.4,
  "homo_lumo_gap_ev": 10.3,
  "max_force_ev_per_a": 3.54,
  "e_homo_ev": -9.23
}

# 8
{
  "formula": "C5H8N2",
  "method": "ωB97M-V/def2-TZVPD",
  "species": ["N", "N", "C", "H", "H", "H", "C", "H", "H", "H", "H", "C", "C", "H", "C"],
  "positions_angstrom": [[1.09910, -0.77924, -1.01112], [-1.63274, 2.81991, -0.25520], [-1.14148, 0.30115, -0.74089], [-0.78476, -1.80002, 1.10781], [1.59370, -1.58507, -0.63503], [2.15715, 0.38863, 0.51402], [0.12271, -0.25088, -0.06548], [-2.04734, -0.24539, -0.45492], [-0.56583, -0.29977, 2.02066], [-1.03506, 0.20676, -1.82156], [0.83324, -1.31817, 1.67439], [1.41984, 0.44491, -0.28006], [-1.38922, 1.70554, -0.43929], [1.48142, 1.36219, -0.87185], [-0.11072, -0.95056, 1.25853]],
  "total_energy_ha": -304.7870,
  "smiles": "C[C@@]1(CC#N)CN1",
  "relative_energy_kj_mol": 127.4,
  "homo_lumo_gap_ev": 10.8,
  "max_force_ev_per_a": 1.18,
  "e_homo_ev": -10.00
}